Record 1
The following is a DFT calculation (the ωB97M-V functional and the def2-TZVPD basis) of a 13-piece molecular cluster, C16H58N8O13 overall in a non-equilibrium geometry.

Last column: Löwdin charge in e.
Element x y z (Å)
C 2.050 -4.121 0.598  -0.16
H 0.980 3.711 2.273  0.08
H 3.077 4.725 -0.801  0.15
C -2.401 -3.159 0.037  -0.14
H 2.802 0.250 -1.186  0.02
H 2.262 -1.286 4.473  0.08
C 0.694 -4.160 -2.315  -0.20
C 1.957 3.949 -2.222  -0.66
H 2.030 -1.158 -1.900  0.03
O 3.982 2.165 2.121  -0.10
H -1.335 2.693 0.501  0.08
H 2.395 -3.653 -0.366  0.09
C -0.613 3.372 0.877  -0.33
C 4.187 -1.168 -1.979  -0.25
O -2.616 -1.896 0.592  -0.15
O 1.836 0.570 3.611  -0.11
H 1.205 -2.556 -3.145  0.06
H 4.078 2.090 0.038  0.09
H -1.192 0.691 -2.782  0.06
H -0.060 -4.307 -3.063  0.07
C 0.152 -0.127 0.427  -0.14
H 2.525 2.277 0.856  0.05
H 2.686 -1.244 -0.379  0.07
C 0.197 2.986 2.115  -0.06
H 2.978 -4.124 1.212  0.10
C 2.858 -0.765 -1.347  -0.10
H -5.612 0.108 2.804  0.06
H -1.475 4.948 0.437  0.06
O 1.077 -3.290 1.065  -0.13
H -0.468 2.877 2.973  0.08
C 3.459 1.760 0.888  -0.16
N -1.834 -2.038 3.033  0.18
H 4.330 -2.159 -1.569  0.09
H 2.839 -1.043 2.831  0.08
H 0.405 -0.287 1.507  0.08
H -0.019 3.602 -0.010  0.09
H -3.137 1.334 1.697  0.09
H -0.214 -0.898 -1.926  0.11
N -1.079 -1.211 -4.966  0.18
O 1.635 -3.391 -2.905  -0.11
H -1.371 -3.322 -0.378  0.05
H -3.001 -3.425 -0.847  0.09
C -2.848 1.269 -1.714  -0.62
H 3.388 0.707 0.962  0.05
H -1.664 -1.758 -5.606  0.14
N -0.315 -0.707 -2.977  0.11
H -0.473 -0.574 5.491  0.17
H 0.854 -3.466 1.972  0.09
H 1.610 -5.122 0.499  0.09
H -5.294 2.763 1.165  0.12
H 3.360 5.427 -2.411  0.16
H -4.194 2.082 2.707  0.12
O 1.694 2.720 -1.657  -0.11
H -4.055 -0.451 2.893  0.05
N 2.709 4.880 -1.776  0.14
O -4.914 1.922 0.862  -0.08
O -2.889 0.092 -1.100  -0.07
H -2.403 -3.940 0.785  0.07
C -1.465 -0.991 3.699  -0.70
H -1.707 -2.998 3.294  0.11
H 3.344 1.950 2.729  -0.01
H 0.894 3.581 -3.858  0.11
C -1.097 -1.434 -3.698  -0.75
H 1.154 -1.268 3.109  0.05
H 1.378 5.225 -3.911  0.15
O 4.151 -0.960 -3.446  -0.08
N -3.724 2.253 -1.430  0.16
H -0.952 -2.241 5.213  0.11
C -4.724 0.066 2.249  -0.07
H 1.211 0.726 4.323  0.08
H 5.018 -0.506 -1.527  0.13
H -1.667 2.537 -2.727  0.15
H -0.450 -0.519 -5.395  0.13
H -2.164 -1.952 2.016  0.06
C 2.069 -0.796 3.538  -0.17
H -4.941 -0.502 1.337  0.10
C -4.196 1.380 1.901  -0.34
H -2.601 -1.212 -0.123  0.05
N -1.894 1.470 -2.576  0.15
H 0.485 -0.183 -3.425  0.16
O -1.252 4.527 1.242  -0.06
H 0.709 0.683 0.069  0.05
H 1.097 -5.163 -2.184  0.10
H 0.596 1.987 2.075  0.03
H -4.212 2.037 -0.579  0.03
H -3.649 3.236 -1.765  0.12
N 1.386 4.329 -3.347  0.12
O -1.907 -2.253 -3.124  -0.02
O -1.489 0.288 3.289  -0.08
H 0.267 -3.555 -1.513  0.06
H 5.052 -0.777 -3.689  0.05
H -0.742 0.392 0.568  0.05
N -1.099 -1.271 4.903  0.12
H 0.236 -2.045 0.161  0.04
O 0.040 -1.252 -0.360  -0.14

## Properties
**Frontier orbital gap**: 8.945 eV

Record 2
The following is a DFT calculation (the ωB97M-V functional and the def2-TZVPD basis) of a 14-piece molecular cluster, C16H60N10O14 overall in a non-equilibrium geometry.

Last column: Löwdin charge in e.
Element x y z (Å)
H -11.320 -5.595 12.759  0.11
O -13.679 -12.612 7.159  -0.09
H -11.737 -15.294 7.456  0.16
O -12.314 -14.261 10.442  -0.13
O -17.415 -6.667 8.619  -0.11
H -18.874 -9.234 11.166  0.15
C -11.044 -6.069 11.764  -0.14
H -10.793 -12.823 8.212  0.08
C -14.031 -7.187 13.071  -0.13
C -17.331 -9.538 10.382  -0.56
H -10.244 -5.646 11.236  0.06
H -9.749 -11.040 7.446  0.10
H -9.562 -10.445 9.078  0.07
H -12.544 -8.927 10.461  0.05
H -15.778 -8.392 6.627  0.05
H -11.052 -12.889 12.253  0.14
H -15.996 -6.487 10.008  0.06
H -11.856 -10.458 4.629  0.07
H -17.106 -12.734 10.196  0.17
C -11.794 -6.966 8.166  -0.67
H -14.685 -11.143 7.731  0.06
C -9.465 -11.369 8.489  -0.11
C -13.505 -13.511 10.408  -0.32
H -15.583 -7.741 8.924  0.06
H -13.587 -10.126 11.012  0.05
H -17.561 -11.079 9.274  0.06
H -12.024 -14.410 11.365  0.11
H -13.411 -12.609 9.753  0.11
H -10.519 -12.423 10.559  0.06
H -11.201 -9.372 5.771  0.09
H -13.535 -6.400 12.656  0.02
O -10.725 -7.412 12.147  -0.19
N -18.394 -8.780 10.312  0.09
H -10.416 -10.113 10.412  0.07
H -10.359 -9.148 11.894  0.10
H -12.761 -10.755 8.593  0.08
H -18.227 -7.830 10.778  0.14
H -15.410 -6.062 8.405  0.05
H -15.736 -10.186 6.195  0.06
O -16.435 -9.781 11.442  -0.12
C -13.509 -9.405 10.228  -0.03
N -18.260 -12.885 7.263  0.16
H -15.648 -13.877 10.344  0.05
O -14.838 -10.562 8.524  -0.15
H -13.168 -6.335 9.403  0.12
H -14.749 -14.451 8.976  0.07
C -12.962 -13.689 6.813  -0.61
O -10.414 -12.299 8.939  -0.14
N -11.617 -6.866 6.863  0.14
C -10.680 -11.046 12.111  -0.72
H -13.552 -12.443 14.123  0.03
N -12.346 -14.459 7.682  0.15
H -16.212 -8.915 5.079  0.08
H -19.147 -12.992 6.843  0.09
H -13.491 -9.362 7.894  0.09
C -16.027 -6.743 8.969  -0.16
N -12.787 -6.290 8.459  0.19
H -13.496 -8.128 12.845  0.09
C -12.147 -9.934 5.517  -0.21
H -17.986 -10.013 5.775  0.09
H -10.740 -7.235 6.531  0.11
C -18.373 -12.918 8.592  -0.57
O -13.228 -9.187 5.158  -0.10
N -10.310 -10.073 11.411  0.19
O -15.185 -11.616 14.796  -0.13
H -8.447 -11.656 8.474  0.07
H -16.406 -12.733 8.674  0.07
H -12.381 -10.664 6.333  0.06
O -17.558 -9.506 6.509  -0.14
H -9.753 -7.370 12.456  0.14
N -10.616 -12.193 11.561  0.17
C -13.560 -10.031 8.762  -0.26
H -11.918 -6.077 11.053  0.06
H -14.259 -7.197 14.097  0.07
O -10.949 -7.617 9.002  -0.08
O -10.886 -10.878 13.435  -0.11
H -13.011 -8.267 5.399  0.06
H -13.297 -10.865 14.275  0.07
H -16.349 -10.262 8.816  0.04
C -14.067 -11.585 13.938  -0.18
N -17.306 -10.044 9.141  0.09
N -12.879 -14.168 5.591  0.18
H -14.593 -15.392 10.417  0.11
H -15.515 -8.137 12.162  0.03
O -15.245 -7.212 12.342  -0.15
H -13.210 -13.542 4.854  0.13
H -17.489 -12.860 6.528  0.16
H -14.379 -11.429 12.870  0.08
H -12.309 -6.647 6.151  0.11
H -12.399 -14.272 8.757  0.10
H -14.859 -11.605 15.715  0.08
H -13.497 -13.110 11.400  0.09
H -17.536 -5.740 8.344  0.09
N -17.226 -12.575 9.147  0.12
H -12.315 -14.927 5.356  0.09
C -16.224 -9.216 6.131  -0.16
O -19.523 -13.260 9.247  -0.08
H -14.324 -8.634 10.244  0.05
H -13.314 -5.768 7.698  0.16
C -14.700 -14.318 10.079  -0.06

## Properties
**Frontier orbital gap**: 7.523 eV

Record 3
The following is a DFT calculation (the ωB97M-V functional and the def2-TZVPD basis) of C16H64KO16 as an isolated structure in a non-equilibrium geometry.

Last column: Löwdin charge in e.
Element x y z (Å)
O -0.346 -2.545 0.639  -0.17
H -0.178 -0.494 -4.495  0.09
H -2.240 2.153 -4.125  0.07
H -5.445 3.532 -1.062  0.07
H 2.845 -0.723 4.533  0.09
H 1.147 0.608 -4.108  0.08
H 5.363 -0.007 -0.294  0.10
H 1.241 -2.084 1.928  0.07
H 1.379 0.489 5.989  0.09
H 2.093 -3.736 -1.477  0.05
H 3.064 -4.324 0.257  0.00
C 2.926 1.507 1.316  -0.11
H -2.195 -4.116 -5.548  0.08
H -2.391 -3.073 3.589  0.07
H 2.835 1.877 0.295  0.08
H -1.564 -2.531 -3.767  0.05
O -1.279 -4.043 -5.271  -0.09
H -2.109 5.072 2.646  0.07
O 1.752 0.798 1.646  -0.22
H 3.817 0.897 1.464  0.08
O -0.239 2.807 -1.291  -0.17
H 1.159 1.496 4.582  0.07
H -0.998 3.446 4.802  0.09
H 3.215 4.755 -3.280  0.09
H -0.366 3.456 -4.747  0.10
H -4.586 -0.914 -1.443  0.09
C -0.819 3.557 -0.269  -0.13
O 2.477 3.935 -1.670  -0.09
H 5.587 -1.283 -2.103  0.09
C -2.195 3.237 -4.021  -0.13
H -3.276 -2.069 -1.282  0.08
H -1.129 -0.496 3.625  0.08
H -1.990 1.050 3.892  0.09
H -0.248 -2.502 2.750  0.06
O 0.860 -0.868 -2.726  -0.16
H 2.918 2.377 1.972  0.09
H 3.997 -2.050 -1.791  0.08
H 2.318 3.278 -3.543  0.08
H 1.834 3.265 -1.426  0.04
H 2.711 1.398 5.269  0.09
C 1.840 0.782 5.045  -0.13
H -0.484 3.200 -2.132  0.04
C 0.324 0.033 -3.683  -0.15
H 0.720 -3.740 1.918  0.09
H 1.412 4.719 -3.217  0.07
C 0.353 -2.715 1.867  -0.12
O 2.088 -0.281 4.140  -0.12
H -4.102 -2.799 3.828  0.09
H -2.681 3.860 4.431  0.09
C -1.402 0.464 3.186  -0.14
O -0.859 3.641 -3.945  -0.14
H -1.864 3.752 -0.508  0.08
H -2.578 3.777 -4.886  0.09
H 3.207 -3.887 2.559  0.08
H -2.766 3.588 -3.161  0.09
H -0.315 4.517 -0.156  0.10
C -1.296 -3.574 -3.939  -0.17
H 4.126 -0.379 -2.272  0.08
O 4.725 -0.723 -0.331  -0.13
H -0.440 0.949 3.027  0.06
H -0.738 3.062 0.698  0.08
H -0.333 0.811 -3.295  0.05
H -1.982 -4.145 -3.315  0.08
O -4.942 3.554 -0.245  -0.12
H -5.136 1.535 0.280  0.09
C 2.314 -4.802 -1.419  -0.16
C 3.990 -3.188 2.266  -0.12
H 1.415 -5.334 -1.731  0.07
H 1.863 0.399 2.512  0.01
C 2.334 4.198 -2.959  -0.23
O -2.656 -0.226 -2.179  -0.15
O 2.630 -5.116 -0.069  -0.12
C -1.686 3.730 4.006  -0.14
H 4.145 -2.087 0.623  0.04
C -3.367 -3.168 3.113  -0.17
H -3.358 -2.511 2.243  0.06
H 3.087 -4.971 -2.169  0.08
H -3.009 -0.284 -3.070  0.07
C -3.510 -1.004 -1.291  -0.11
H -0.280 -3.675 -3.557  0.07
C 4.598 -1.150 -1.664  -0.12
O -1.527 5.019 3.408  -0.12
C -4.379 2.236 -0.072  -0.15
O -3.699 -4.496 2.772  -0.09
K -0.104 0.100 -0.179  0.79
H -1.065 -3.174 0.540  0.08
H -1.765 3.035 3.171  0.04
H 3.868 -2.238 2.786  0.07
H 4.936 -3.680 2.494  0.09
H -3.844 2.025 -0.998  0.07
O 3.853 -2.963 0.885  -0.14
H -3.046 -4.736 2.110  0.07
H -2.972 0.373 2.098  0.08
H -3.411 -0.517 -0.321  0.05
H 1.392 -1.478 -3.242  0.08
O -2.030 0.323 1.921  -0.17
H -3.538 2.230 0.622  0.05

## Properties
**Net charge**: +1
**Frontier orbital gap**: 9.558 eV

Record 4
The following is a DFT calculation (the ωB97M-V functional and the def2-TZVPD basis) of a 16-piece molecular cluster, C16H64N32O16 overall in a non-equilibrium geometry.

Last column: Löwdin charge in e.
Element x y z (Å)
H -16.306 42.034 13.571  0.05
H -20.472 39.975 9.453  0.12
N -21.406 40.607 12.514  0.19
H -18.602 37.580 19.335  0.03
N -18.543 41.396 11.372  0.15
H -18.621 38.484 20.811  0.10
O -15.889 34.975 11.345  0.02
O -17.447 43.485 13.978  -0.03
O -23.300 33.645 16.818  0.03
H -15.983 38.317 13.864  0.05
C -20.062 38.183 10.352  -0.63
H -22.215 33.289 11.433  0.10
O -18.548 39.464 15.045  -0.01
H -15.910 39.805 18.275  0.11
N -20.013 38.047 14.074  0.20
C -15.398 37.009 15.373  -0.65
H -17.342 35.976 12.998  0.08
N -23.523 41.353 12.861  0.14
O -22.825 36.501 13.115  -0.03
H -21.862 40.607 16.114  0.08
H -20.418 36.312 11.104  0.08
H -21.304 35.954 16.902  0.06
H -17.803 34.059 17.503  0.11
O -15.649 36.596 16.519  -0.04
H -20.963 43.390 17.883  0.11
H -17.267 43.556 11.959  0.06
H -18.910 33.304 19.161  0.10
H -21.945 44.499 16.902  0.12
H -19.708 42.124 15.727  0.04
H -24.619 35.564 14.588  0.11
H -24.468 40.017 17.788  0.06
N -21.799 38.762 18.903  0.17
N -16.100 41.045 13.517  0.17
C -24.083 39.207 15.975  -0.64
H -16.879 40.420 13.393  0.07
N -18.275 38.383 19.872  0.15
H -16.267 36.289 9.107  0.10
C -24.047 36.548 12.938  -0.69
N -16.992 43.063 11.121  0.15
N -16.597 39.091 18.426  0.18
N -20.520 38.973 9.369  0.21
N -18.109 35.010 17.593  0.20
H -21.239 41.181 17.656  0.11
H -21.406 40.668 13.517  0.08
N -22.685 38.610 20.994  0.16
H -20.902 35.579 13.553  0.02
N -21.736 35.257 16.311  0.18
O -16.943 40.106 20.420  -0.01
N -24.970 36.014 13.757  0.20
N -18.756 42.289 15.444  0.19
C -19.497 38.690 15.147  -0.65
H -20.940 38.461 19.331  0.07
C -19.111 35.244 18.467  -0.65
H -25.337 39.650 14.382  0.10
H -18.132 37.132 12.025  0.04
H -25.390 37.452 11.561  0.11
C -16.619 35.931 11.152  -0.68
H -20.973 36.570 9.488  0.10
H -20.055 34.188 20.014  0.11
H -22.151 37.767 21.130  0.10
N -19.636 44.034 14.310  0.18
N -24.499 37.017 11.736  0.18
N -19.408 34.172 19.248  0.17
H -25.919 36.339 13.735  0.11
N -14.129 36.907 14.856  0.17
O -14.765 39.372 12.761  0.00
N -13.838 41.228 13.742  0.17
N -16.751 36.553 9.942  0.16
C -17.430 41.854 10.683  -0.69
H -20.685 40.074 12.053  0.05
O -23.830 39.715 19.368  0.01
O -19.662 36.342 18.626  -0.06
H -17.344 37.362 9.877  0.08
N -24.693 40.091 16.785  0.19
H -18.626 41.885 12.255  0.06
H -17.068 38.007 15.240  0.06
C -22.891 38.997 19.692  -0.63
H -19.646 38.357 13.182  0.06
C -20.621 33.786 12.591  -0.68
H -18.061 41.578 15.609  0.09
H -19.482 44.941 13.907  0.11
N -20.293 34.786 13.488  0.15
O -19.385 38.635 11.291  -0.07
H -20.932 38.537 8.566  0.11
N -21.874 33.980 12.078  0.16
H -23.318 41.628 13.812  0.04
H -13.619 36.099 15.158  0.10
N -21.455 43.634 17.042  0.18
N -20.151 38.433 16.315  0.18
H -12.908 40.856 13.741  0.10
H -18.563 40.385 11.480  0.05
C -18.515 43.285 14.558  -0.64
H -20.935 37.806 16.246  0.05
N -17.345 36.513 12.149  0.16
C -14.871 40.494 13.241  -0.64
N -20.409 36.867 10.264  0.20
H -20.482 43.871 14.835  0.05
N -16.214 37.863 14.735  0.18
H -14.060 42.081 14.220  0.10
H -21.233 34.637 15.698  0.08
N -24.502 39.178 14.680  0.18
H -17.778 35.727 16.964  0.08
H -20.864 37.514 14.142  0.06
O -22.559 42.731 15.266  0.01
N -21.488 41.343 16.695  0.18
H -19.837 38.694 17.230  0.08
H -24.599 35.441 17.504  0.09
H -24.012 38.713 13.936  0.07
H -24.478 41.082 12.710  0.08
C -21.861 42.584 16.267  -0.69
H -23.445 38.787 21.627  0.10
H -21.899 38.973 17.925  0.03
O -23.089 38.558 16.328  -0.05
C -17.202 39.192 19.639  -0.69
N -23.644 35.768 17.541  0.14
H -16.773 38.313 17.814  0.07
H -19.406 34.681 13.944  0.10
H -23.751 37.394 11.171  0.10
C -22.870 34.780 16.918  -0.67
C -22.643 40.803 11.967  -0.67
H -22.325 34.886 12.093  0.05
H -16.543 43.637 10.428  0.10
O -22.929 40.517 10.815  0.01
H -25.414 40.696 16.437  0.11
H -13.876 37.497 14.082  0.08
O -16.960 41.271 9.723  0.03
H -23.526 36.717 17.200  0.04
O -19.922 32.831 12.340  0.05

## Properties
**Frontier orbital gap**: 8.548 eV

Record 5
The following is a DFT calculation (the ωB97M-V functional and the def2-TZVPD basis) of C16H6Cl4HgIO2 as an isolated structure.

Last column: Löwdin charge in e.
Element x y z (Å)
C -1.333 4.175 -0.528  -0.28
C -0.683 0.157 5.766  -0.72
H -2.444 2.220 2.713  0.12
C -0.325 3.552 0.358  -0.28
C 0.985 3.604 0.159  0.26
C 0.096 2.057 4.657  0.11
C -0.134 1.440 5.855  -0.75
Cl -1.639 -2.000 4.425  0.63
Cl 0.654 5.032 -2.077  0.83
H 1.421 8.307 -3.197  -0.24
H -3.473 4.489 -0.799  0.11
Hg -1.818 0.079 -0.527  0.35
O 0.202 2.295 2.283  0.02
C 2.426 7.828 -3.172  -0.71
C -2.731 4.043 -0.150  -0.08
H -4.131 3.290 1.219  0.10
H -1.653 5.294 -2.357  0.07
I 3.227 8.846 -5.002  0.08
H 1.487 5.723 -4.151  -0.17
C -0.990 4.837 -1.638  -0.39
C -0.954 -0.410 4.531  -0.61
C -0.805 2.831 1.552  -0.29
C 0.397 5.637 -3.969  -0.22
Cl 0.247 2.215 7.366  0.59
C -0.698 0.245 3.270  -0.47
C -3.083 3.383 0.962  -0.10
Cl -1.016 -0.718 7.231  0.61
O -0.945 -0.265 2.157  -0.26
C -0.141 1.571 3.417  -0.23
C -2.114 2.764 1.840  -0.05

## Properties
**Net charge**: -2
**Spin multiplicity**: 2
**Expectation value of S²**: 1.67
**Frontier orbital gap (alpha / beta)**: 4.726 / 4.818 eV

no.,calculated total energy (eV)
1,-56066.264
2,-61121.561
3,-66704.023
4,-98092.737
5,-83135.530